{"formula": "C2H3ClO3", "method": "ωB97M-V with the def2-TZVPD basis set", "elements": ["O", "C", "Cl", "C", "O", "O", "H", "H", "H"], "positions_angstrom": [[1.1497, -1.9682, -1.0098], [1.3819, -0.8710, -0.6096], [2.8594, -0.0517, -0.8122], [0.1929, -0.0302, 0.2358], [0.2838, 1.3084, -0.0489], [-1.0282, -0.5582, -0.1109], [0.4395, -0.1467, 1.3021], [-0.0426, 1.4691, -0.9466], [-0.9229, -1.4869, -0.3636]], "forces_ev_per_angstrom": [[0.28, 0.18, -0.07], [-2.72, 0.00, 1.20], [0.82, 0.38, -0.11], [2.12, -0.78, -0.87], [-0.30, 0.32, -0.03], [-0.26, -0.08, -0.06], [-0.09, 0.01, -0.20], [0.00, -0.09, 0.15], [0.14, 0.06, -0.02]], "lowdin_charge": [0.047, -0.764, 0.759, -0.450, 0.000, 0.031, 0.157, 0.119, 0.102], "e_lumo_ev": 0.52, "smiles": "O=C(Cl)C(O)O", "spin_multiplicity": 1, "total_energy_ha": -763.91238, "relative_energy_ev": 0.393, "e_homo_ev": -10.25, "homo_lumo_gap_ev": 10.76}